16
Properties=species:S:1:pos:R:3 method="wB97M-V/def2-TZVPD" mol_weight_g_mol=86.13 homo_ev=-10.21 charge=0 smiles=CC(C)[C@H]1CO1
C 0.89 -1.26 0.69
C 0.45 -0.02 -0.09
C 0.75 -0.19 -1.59
C -1.01 0.28 0.19
C -1.42 1.42 1.01
O -1.51 1.47 -0.41
H 0.74 -1.13 1.77
H 1.95 -1.47 0.51
H 0.32 -2.14 0.37
H 1.02 0.85 0.26
H 1.83 -0.32 -1.73
H 0.44 0.69 -2.15
H 0.26 -1.07 -2.01
H -1.70 -0.56 0.18
H -2.38 1.41 1.52
H -0.65 2.04 1.47


16
Properties=species:S:1:pos:R:3 method="wB97M-V/def2-TZVPD" mol_weight_g_mol=86.13 homo_ev=-9.75 charge=0 smiles="CC[C@@H](C)C=O"
C 2.08 -0.27 -0.32
C 0.76 -0.48 0.44
C -0.54 0.03 -0.24
C -1.87 -0.50 0.39
C -0.57 1.55 -0.37
O 0.27 2.33 0.02
H 2.31 0.79 -0.45
H 2.92 -0.73 0.24
H 2.06 -0.75 -1.30
H 0.61 -1.55 0.61
H 0.84 0.00 1.43
H -0.71 -0.41 -1.22
H -1.93 -0.22 1.43
H -2.78 -0.11 -0.12
H -1.96 -1.60 0.32
H -1.50 1.92 -0.85


16
Properties=species:S:1:pos:R:3 method="wB97M-V/def2-TZVPD" mol_weight_g_mol=86.13 homo_ev=-7.68 charge=0
C -1.16 1.25 -0.64
C -1.09 -0.12 -0.71
C 0.12 -0.89 -1.14
C 0.60 -0.91 0.27
C 1.31 0.13 0.85
O 0.14 -1.97 0.99
H -0.54 1.86 -1.30
H -2.11 1.71 -0.36
H -0.38 1.65 0.61
H -1.86 -0.71 -0.22
H -0.07 -1.89 -1.54
H 0.79 -0.32 -1.80
H 1.95 0.73 0.20
H 1.71 -0.01 1.85
H 0.35 1.26 1.03
H 0.24 -1.78 1.93


16
Properties=species:S:1:pos:R:3 method="wB97M-V/def2-TZVPD" mol_weight_g_mol=86.13 homo_ev=-9.95 charge=0 smiles=CC1(O)CCC1
C -1.33 0.53 0.74
C 0.14 0.33 0.45
O 0.81 1.14 1.41
C 0.36 0.57 -1.08
C 0.49 -0.96 -1.26
C 0.71 -1.10 0.26
H -1.97 -0.17 0.20
H -1.56 1.55 0.42
H -1.48 0.50 1.84
H 0.18 1.15 2.15
H -0.47 1.04 -1.62
H 1.28 1.13 -1.29
H 1.29 -1.30 -1.92
H -0.45 -1.43 -1.59
H 1.78 -1.10 0.50
H 0.23 -1.93 0.79


16
Properties=species:S:1:pos:R:3 method="wB97M-V/def2-TZVPD" mol_weight_g_mol=86.13 homo_ev=-8.31 charge=0
C -1.87 -0.21 -0.66
C 1.12 -0.12 -0.81
C 2.57 -0.13 -0.58
C 0.37 0.46 0.33
C -0.99 -0.18 0.58
O -1.59 0.55 1.64
H -2.78 -0.80 -0.49
H -2.16 0.82 -0.93
H -1.32 -0.64 -1.50
H 2.99 0.53 0.19
H 3.17 -0.11 -1.50
H 2.65 -1.17 -0.20
H 0.91 0.58 1.28
H 0.19 1.49 -0.06
H -0.81 -1.22 0.90
H -2.45 0.15 1.82


16
Properties=species:S:1:pos:R:3 method="wB97M-V/def2-TZVPD" mol_weight_g_mol=86.13 homo_ev=-8.33 charge=0 smiles=COC1(C)CC1
C 1.29 -1.20 1.13
O 0.73 0.07 1.09
C -0.09 0.38 0.01
C -0.36 1.92 0.26
C -1.29 -0.22 -0.66
C -0.05 -0.82 -1.20
H 0.51 -1.91 1.43
H 1.70 -1.51 0.16
H 2.09 -1.16 1.87
H -0.09 2.13 1.31
H -1.44 2.12 0.21
H 0.15 2.66 -0.36
H -2.08 -0.80 -0.22
H -1.62 0.58 -1.32
H 0.39 -0.71 -2.18
H -0.02 -1.89 -0.92


16
Properties=species:S:1:pos:R:3 method="wB97M-V/def2-TZVPD" mol_weight_g_mol=86.13 homo_ev=-9.73 charge=0 smiles="CC[C@@H](C)C=O"
C -0.22 1.18 -1.66
C 0.09 0.99 -0.17
C 0.33 -0.47 0.22
C 0.61 -0.64 1.72
C -0.85 -1.36 -0.10
O -1.99 -0.98 -0.22
H -1.09 0.59 -1.94
H -0.45 2.23 -1.87
H 0.62 0.89 -2.29
H 0.98 1.58 0.10
H -0.74 1.38 0.43
H 1.19 -0.87 -0.35
H -0.04 0.02 2.30
H 0.42 -1.67 2.06
H 1.65 -0.41 1.97
H -0.60 -2.44 -0.16


16
Properties=species:S:1:pos:R:3 method="wB97M-V/def2-TZVPD" mol_weight_g_mol=86.13 homo_ev=-9.56 charge=0 smiles=C[C@H]1CCOC1
C -0.60 1.73 0.63
C -0.48 0.32 0.06
C 0.59 0.04 -1.00
C 0.61 -1.47 -0.97
O 0.33 -1.89 0.38
C -0.10 -0.74 1.11
H -1.06 2.43 -0.06
H -1.21 1.71 1.54
H 0.38 2.13 0.91
H -1.45 0.00 -0.35
H 0.39 0.23 -2.06
H 1.55 0.51 -0.73
H 1.54 -1.84 -1.42
H -0.23 -1.82 -1.59
H -0.97 -0.95 1.75
H 0.71 -0.39 1.78


16
Properties=species:S:1:pos:R:3 method="wB97M-V/def2-TZVPD" mol_weight_g_mol=86.13 homo_ev=-8.48 charge=0 smiles="C=C/C=C/C.O"
C -0.09 0.43 -1.31
C 0.06 0.04 -0.05
C 1.32 -0.43 0.56
C 1.48 -0.29 1.88
C 2.80 -0.59 2.50
H -1.11 0.51 -1.65
H 0.75 0.52 -1.99
H -0.80 0.04 0.62
H 2.14 -0.35 -0.14
H 0.81 0.40 2.38
H 2.90 -0.54 3.59
H 3.26 -1.47 2.07
H 3.53 0.21 2.28
O -5.71 0.12 -3.65
H -6.38 0.72 -3.28
H -4.96 0.70 -3.82


16
Properties=species:S:1:pos:R:3 method="wB97M-V/def2-TZVPD" mol_weight_g_mol=86.13 homo_ev=-9.44 charge=0 smiles="C[C@H]1CCC1=O.[H][H]"
C -0.81 -0.76 1.69
C 0.11 -0.35 0.55
C -0.03 -1.10 -0.81
C -0.38 0.23 -1.54
C -0.30 0.93 -0.18
O -0.52 2.05 0.19
H -0.74 -0.04 2.52
H -1.85 -0.79 1.36
H -0.55 -1.75 2.07
H 1.15 -0.29 0.89
H 0.88 -1.59 -1.16
H -0.85 -1.83 -0.81
H 0.37 0.58 -2.25
H -1.37 0.28 -2.01
H 2.78 2.12 -0.37
H 2.10 2.32 -0.15


Results for frontier orbital gap: 11.3562; 10.6784; 8.5648; 10.9903; 8.6903; 9.4061; 10.7597; 10.6805; 9.3221; 10.4497 (in eV, following the order of the records).
Results for energy: -7393.5393; -7394.2281; -7390.6855; -7393.7331; -7391.0955; -7391.0334; -7394.4061; -7394.0910; -7392.5090; -7393.0817 (in eV, following the order of the records).
Results for energy relative to the best compared isomer or geometry (same formula, charge and spin): 1.226; 0.537; 4.080; 1.032; 3.670; 3.732; 0.359; 0.674; 2.256; 1.684 (in eV, following the order of the records).